{"formula": "C12H12N4O5S", "method": "ωB97M-V/def2-TZVPD", "symbols": ["C", "O", "C", "C", "C", "C", "N", "C", "O", "C", "C", "S", "C", "N", "N", "C", "O", "C", "N", "O", "O", "C", "H", "H", "H", "H", "H", "H", "H", "H", "H", "H", "H", "H"], "xyz": [[5.72982, 0.53951, -1.07037], [4.97137, -0.62249, -0.81946], [3.71023, -0.48022, -0.35068], [2.98703, -1.66604, -0.14056], [1.70436, -1.63804, 0.34239], [1.06258, -0.42838, 0.64268], [-0.22458, -0.38908, 1.13115], [-1.17246, -1.37289, 1.10591], [-0.96969, -2.53911, 0.87545], [-2.55799, -0.85031, 1.48349], [-3.01371, 0.32718, 0.62071], [-4.78926, 0.62399, 0.77844], [-4.98117, 0.28063, -0.95424], [-6.19789, 0.31361, -1.48139], [-3.91370, 0.02356, -1.61957], [-2.76823, 0.03846, -0.89611], [-1.65548, -0.14141, -1.31249], [1.78383, 0.76280, 0.42091], [1.24510, 2.06049, 0.64047], [1.90453, 3.02375, 0.30872], [0.13514, 2.17498, 1.15946], [3.09639, 0.72358, -0.06980], [6.68813, 0.18819, -1.44831], [5.25227, 1.17326, -1.82332], [5.89032, 1.11757, -0.15532], [3.46896, -2.60305, -0.36905], [1.15727, -2.55421, 0.48797], [-0.53791, 0.56398, 1.32146], [-3.25480, -1.68338, 1.36501], [-2.54699, -0.55825, 2.53689], [-2.49381, 1.25096, 0.88911], [-6.99791, 0.53247, -0.91454], [-6.30534, 0.13916, -2.46646], [3.59360, 1.66869, -0.21856]], "nbo_charge": [-0.2544, -0.4869, 0.2836, -0.1831, -0.2241, 0.1867, -0.6224, 0.7129, -0.5870, -0.5045, -0.4478, 0.2260, 0.3590, -0.7669, -0.5882, 0.6732, -0.5529, 0.0374, 0.5247, -0.3677, -0.4334, -0.2896, 0.2032, 0.1803, 0.1782, 0.2302, 0.2659, 0.4325, 0.2452, 0.2350, 0.2514, 0.4084, 0.4204, 0.2546], "lumo_energy_ev": -0.642, "relative_energy_ev": 0.755, "orbital_gap_ev": 7.64, "smiles": "COc1ccc(NC(=O)C[C@@H]2SC(N)=NC2=O)c([N+](=O)[O-])c1", "total_energy_ha": -1457.84421}